[1]
A cluster of 2 separate species, C5H16N in total in a non-equilibrium geometry. Source: the Open Molecules 2025 dataset; level of theory: ωB97M-V with the def2-TZVPD basis set.

Energy relative to the best compared isomer or geometry (same formula, charge and spin), kJ/mol: 219.32
Highest occupied orbital energy, Eh: -0.526
DFT total energy, eV: -6925.8070
Spin multiplicity: 1
Charge: +1
Orbital gap, eV: 10.8

Geometry as XYZ:
```
22
Properties=species:S:1:pos:R:3:forces:R:3:lowdin_charge:R:1
C -1.832 -0.256 1.570 3.81 -2.91 1.24 -0.33
C -2.993 0.395 0.884 -0.59 -0.70 0.91 -0.13
C -0.517 0.527 2.075 -1.04 3.76 1.01 -0.15
H -2.161 -0.825 2.479 -0.03 0.44 -0.92 0.11
H -1.186 -1.094 0.972 -2.46 1.46 0.66 0.12
H -2.783 0.776 -0.099 0.07 0.33 -0.34 0.06
H 0.295 -0.001 1.649 1.19 -0.26 -0.29 -0.02
H -0.513 1.668 1.684 0.07 -2.42 0.61 0.10
H -0.214 0.682 3.222 -1.35 -0.71 -2.35 0.11
H -3.822 -0.354 0.825 0.66 0.65 -0.16 0.09
H -3.326 1.168 1.577 -0.23 0.31 -0.41 0.08
C 2.363 -0.217 -1.479 -2.15 0.39 -0.57 -0.12
C 1.514 -1.326 -2.153 0.25 -0.35 0.12 -0.08
N 1.353 0.810 -0.852 0.81 -5.30 5.25 0.19
H 2.869 -0.821 -0.665 0.21 1.93 -0.88 0.15
H 2.773 0.540 -2.199 1.23 -1.75 0.71 0.14
H 0.685 -1.667 -1.468 0.64 0.42 -0.90 0.10
H 2.191 -2.160 -2.217 0.28 -0.62 0.22 0.07
H 1.693 1.209 0.045 -0.05 0.20 -0.87 0.17
H 1.061 1.447 -1.459 -1.34 3.77 -3.33 0.09
H 0.510 0.270 -0.547 0.54 0.55 -0.26 0.14
H 1.243 -1.247 -3.215 -0.49 0.78 0.54 0.09
```
Positions in Å, forces in eV/Å.

---

[2]
The molecule C19H21N3O in a non-equilibrium geometry. Source: the Open Molecules 2025 dataset; level of theory: ωB97M-V with the def2-TZVPD basis set.

SMILES: N#Cc1c(NCCCO)nc(-c2ccccc2)c2c1CCCC2
Energy relative to the best compared isomer or geometry (same formula, charge and spin), kJ/mol: 1726.82
Highest occupied orbital energy, Eh: -0.322
DFT total energy, eV: -26545.8805
Spin multiplicity: 1
Orbital gap, eV: 8.8

Geometry as XYZ:
```
44
Properties=species:S:1:pos:R:3:forces:R:3:lowdin_charge:R:1
N 2.167 -2.430 3.509 -3.68 3.50 -8.09 0.15
C 1.657 -1.987 2.449 3.56 -4.55 9.20 -0.11
C 0.989 -1.499 1.289 8.92 1.51 5.72 -0.19
C 1.699 -0.387 0.816 -1.00 2.19 0.90 -0.23
N 2.836 0.140 1.339 -3.74 -4.70 -1.56 0.05
C 3.212 1.303 0.923 7.29 9.52 -4.35 -0.27
C 2.793 2.654 1.701 4.37 0.01 0.34 -0.18
C 1.426 3.077 1.675 -1.28 -15.13 -4.94 -0.37
O 0.878 3.144 0.433 -0.95 -1.55 -4.74 -0.15
N 1.044 0.428 0.056 -1.63 -0.06 -3.28 0.18
C -0.025 -0.155 -0.596 1.10 2.61 0.43 -0.20
C -0.782 0.549 -1.574 9.82 1.52 -5.29 -0.22
C 0.026 1.030 -2.751 4.51 -1.91 3.39 0.00
C -0.521 1.891 -3.622 12.67 -1.41 -4.93 -0.24
C -1.711 1.974 -3.923 -15.03 6.26 0.92 -0.15
C -2.594 1.774 -2.788 3.50 -1.90 0.54 0.00
C -1.896 1.096 -1.705 -13.21 -0.28 2.01 -0.10
C -0.404 -1.358 -0.356 -6.29 -5.75 0.18 -0.05
C -0.004 -2.028 0.777 -6.55 -5.62 -2.62 -0.09
C -0.851 -3.428 1.283 10.36 1.07 1.56 -0.14
C -2.127 -3.027 1.492 -7.81 -3.32 -1.24 -0.30
C -2.700 -2.455 0.173 -6.85 -0.10 2.81 -0.22
C -1.803 -2.161 -0.914 5.98 0.93 3.80 -0.09
H 3.160 -0.113 2.187 1.14 -1.62 3.19 0.10
H 4.464 1.219 0.940 -2.84 0.87 0.47 0.17
H 3.215 1.687 -0.215 -0.92 -2.00 2.16 0.16
H 3.274 2.522 2.677 -0.92 -0.07 0.54 0.10
H 3.357 3.614 1.436 0.01 -1.57 -0.87 0.14
H 0.759 2.086 2.241 1.52 2.35 -0.71 0.17
H 1.201 3.775 2.167 -3.03 10.57 7.01 0.00
H 0.843 2.165 -0.234 0.89 3.51 3.88 0.19
H 1.292 0.778 -2.841 -4.06 0.77 0.45 0.19
H 0.179 2.147 -4.626 -1.17 -0.26 3.02 0.18
H -2.203 2.908 -4.501 1.55 -2.68 0.00 0.17
H -3.609 2.060 -2.546 0.02 -0.01 -0.83 0.10
H -2.741 0.513 -0.969 1.91 2.36 -1.06 0.18
H -0.416 -4.189 0.461 -1.75 1.19 2.30 0.18
H -0.434 -3.529 2.442 -0.11 -0.73 -3.24 0.17
H -2.358 -2.367 2.275 0.59 0.91 1.12 0.09
H -2.772 -4.093 1.894 1.43 2.96 -1.34 0.20
H -3.559 -3.103 -0.227 1.52 0.09 0.32 0.13
H -3.549 -1.659 0.625 2.74 -0.77 -1.79 0.17
H -2.152 -1.577 -1.601 -2.42 2.89 -4.40 0.04
H -1.263 -2.988 -1.270 -0.17 -1.59 -0.96 0.10
```
Positions in Å, forces in eV/Å.

---

[3]
A cluster of 2 separate species, C15H8Cl2N4O3 in total in a non-equilibrium geometry. Source: the Open Molecules 2025 dataset; level of theory: ωB97M-V with the def2-TZVPD basis set.

SMILES: N#CC1=C(C#N)C(=O)C(Cl)=C(Cl)C1=O.NNC(=O)c1ccccc1
Energy relative to the best compared isomer or geometry (same formula, charge and spin), kJ/mol: 17.95
Highest occupied orbital energy, Eh: -0.361
DFT total energy, eV: -52829.6268
Spin multiplicity: 1
Orbital gap, eV: 6.4

Geometry as XYZ:
```
32
Properties=species:S:1:pos:R:3:forces:R:3:lowdin_charge:R:1
N -2.935 -1.955 3.425 1.46 0.90 0.00 0.24
C -1.941 -1.353 3.421 -2.74 -1.80 -0.03 -0.14
C -0.753 -0.629 3.420 0.40 2.33 0.00 -0.07
C -0.756 0.739 3.430 0.36 -2.31 -0.05 -0.07
C -1.944 1.461 3.439 -2.78 1.83 -0.01 -0.15
N -2.938 2.065 3.448 1.49 -0.92 0.02 0.24
C 0.504 1.484 3.438 0.10 2.38 0.02 -0.37
O 0.529 2.703 3.448 -0.44 -0.85 -0.02 0.14
C 1.735 0.738 3.438 1.73 -1.70 -0.02 -0.59
Cl 3.213 1.609 3.454 -0.52 0.05 0.00 0.78
C 1.738 -0.619 3.427 1.71 1.72 0.05 -0.59
Cl 3.219 -1.484 3.441 -0.51 -0.06 -0.03 0.78
C 0.509 -1.369 3.413 0.09 -2.39 -0.03 -0.37
O 0.539 -2.588 3.395 -0.44 0.86 0.00 0.14
N -2.182 1.130 -0.029 -0.48 0.31 1.20 0.02
N -1.250 0.418 -0.762 0.89 -0.16 -0.24 -0.04
C -1.209 0.622 -2.134 -0.38 0.99 -0.14 -0.43
O -2.058 1.322 -2.657 0.08 -0.32 -0.05 0.07
C -0.117 -0.002 -2.922 0.31 -0.48 0.22 -0.15
C 0.170 0.450 -4.205 -0.39 0.26 0.13 -0.02
C 1.173 -0.136 -4.945 0.01 0.09 -0.16 -0.07
C 1.900 -1.183 -4.419 0.20 -0.15 -0.03 -0.08
C 1.617 -1.651 -3.153 0.15 -0.22 0.13 -0.08
C 0.616 -1.066 -2.410 -0.23 0.19 0.20 -0.04
H -2.077 2.131 -0.129 0.15 0.19 -0.31 0.09
H -3.131 0.923 -0.308 0.10 -0.34 -0.18 0.09
H -0.374 0.335 -0.243 -0.45 -0.27 -0.58 0.13
H -0.415 1.256 -4.614 -0.11 0.16 -0.02 0.12
H 1.388 0.216 -5.939 0.01 0.11 -0.17 0.11
H 2.687 -1.641 -4.993 0.14 -0.09 -0.15 0.10
H 2.168 -2.483 -2.746 0.11 -0.13 0.06 0.10
H 0.373 -1.445 -1.431 0.00 -0.17 0.17 0.10
```
Positions in Å, forces in eV/Å.

---

[4]
A cluster of 7 separate species, C10H25N7O12 in total in a non-equilibrium geometry. Source: the Open Molecules 2025 dataset; level of theory: ωB97M-V with the def2-TZVPD basis set.

SMILES: C[N+](=O)[O-].C[N+](=O)[O-].C[N+](=O)[O-].C[N+](=O)[O-].C[N+](=O)[O-].C[N+](=O)[O-].CCCC#N
Energy relative to the best compared isomer or geometry (same formula, charge and spin), kJ/mol: 10.89
Highest occupied orbital energy, Eh: -0.393
DFT total energy, eV: -45758.5332
Spin multiplicity: 1
Orbital gap, eV: 10.0

Geometry as XYZ:
```
54
Properties=species:S:1:pos:R:3:forces:R:3:lowdin_charge:R:1
C 9.002 -15.370 0.777 0.40 0.35 0.60 0.05
N 9.832 -15.856 1.906 0.62 -0.45 0.45 -0.45
O 10.108 -17.036 1.884 0.10 -0.10 0.23 0.07
O 10.210 -15.072 2.764 -0.47 -0.09 -0.55 0.05
H 8.105 -14.994 1.260 -0.12 0.37 -0.37 0.08
H 8.798 -16.230 0.165 -0.09 -0.09 -0.29 0.09
H 9.637 -14.626 0.288 -0.56 0.05 -0.04 0.11
C 8.297 -9.928 1.393 0.42 1.19 0.44 0.05
N 8.888 -9.637 2.754 -0.18 -0.93 -1.30 -0.47
O 10.080 -9.701 2.883 0.86 0.06 -0.08 0.08
O 8.109 -9.393 3.621 -1.32 0.52 1.60 0.06
H 7.670 -9.060 1.185 -0.12 -0.23 -0.02 0.09
H 7.675 -10.825 1.433 0.47 0.09 -0.06 0.09
H 9.178 -9.875 0.771 -0.19 -0.71 -0.58 0.09
C 9.920 -12.385 9.009 -1.17 0.33 0.07 0.05
N 9.174 -13.106 10.054 -0.23 -0.51 1.32 -0.44
O 8.652 -14.198 9.871 0.55 0.76 -0.50 0.06
O 9.122 -12.503 11.109 -0.23 -0.11 0.21 0.06
H 10.128 -13.065 8.212 0.35 -0.01 -0.52 0.08
H 10.699 -11.842 9.505 0.82 -0.34 0.06 0.10
H 9.225 -11.589 8.753 -0.11 -0.16 -0.67 0.11
C 3.035 -10.358 3.094 1.00 0.23 -0.55 0.07
N 4.396 -10.838 2.567 -0.88 0.31 0.05 -0.42
O 4.805 -11.895 3.022 0.08 0.55 -0.35 0.04
O 4.927 -10.159 1.706 -0.01 -0.60 0.59 0.07
H 3.124 -10.246 4.171 -0.05 -0.18 -0.05 0.10
H 2.334 -11.128 2.797 -0.15 -0.06 0.16 0.09
H 2.824 -9.405 2.605 0.05 -0.26 0.12 0.09
C 7.805 -12.783 4.204 0.07 -0.57 0.13 0.05
N 8.577 -12.939 5.475 -0.06 0.53 -1.33 -0.45
O 8.399 -13.905 6.153 -0.36 -1.34 0.84 0.08
O 9.349 -12.054 5.723 0.86 0.92 0.38 0.07
H 7.508 -11.738 4.199 -0.21 -0.13 -0.29 0.07
H 7.003 -13.514 4.265 -0.19 0.31 -0.18 0.08
H 8.468 -13.047 3.365 -0.08 0.24 0.44 0.10
C 3.300 -15.222 2.756 -0.20 0.29 -0.54 0.06
N 4.563 -15.348 1.905 -2.11 0.71 2.06 -0.45
O 5.593 -15.191 2.507 1.13 -0.19 -0.18 0.05
O 4.385 -15.467 0.733 0.53 -0.32 -1.37 0.09
H 2.461 -15.647 2.204 0.29 0.02 0.03 0.09
H 3.147 -14.144 2.890 0.16 -0.26 -0.08 0.08
H 3.423 -15.680 3.723 0.34 -0.20 0.10 0.09
C 5.504 -17.036 7.622 1.18 -0.18 0.34 -0.09
C 6.869 -16.372 8.011 -0.56 0.30 0.04 -0.25
C 7.762 -17.201 8.951 -0.95 -0.38 0.10 -0.19
C 7.200 -17.294 10.292 0.04 0.34 0.46 -0.26
N 6.841 -17.298 11.382 -0.23 -0.17 0.05 0.14
H 4.917 -17.262 8.519 0.12 -0.06 -0.15 0.07
H 5.713 -17.956 7.071 -0.08 -0.20 0.21 0.07
H 4.881 -16.454 6.951 0.13 0.49 0.04 0.05
H 6.696 -15.421 8.513 -0.13 0.05 -0.01 0.09
H 7.477 -16.111 7.151 -0.13 -0.16 -0.35 0.08
H 8.741 -16.754 9.092 0.16 -0.03 -0.36 0.11
H 7.819 -18.237 8.619 0.44 0.00 -0.35 0.12
```
Positions in Å, forces in eV/Å.